Computed, not measured: C45H41F6N11OSb2W as an isolated structure at a distorted geometry, with ωB97M-V/def2-TZVPD.

XYZ file:
```
107
Properties=species:S:1:pos:R:3:forces:R:3
W 0.60318 -0.07603 -1.41380 2.34 1.12 -3.89
N 1.38188 2.02657 -1.51120 -2.15 0.12 0.48
C 2.52858 0.01447 -2.47710 -0.08 -0.64 3.06
N 3.65448 -0.28353 -3.12870 -1.97 0.14 -1.09
N 4.54868 -0.52243 -2.19760 1.16 0.24 0.65
N 4.06528 -0.39653 -1.01470 0.23 -0.61 1.20
N 2.77358 -0.04483 -1.12450 -0.25 0.12 -2.88
C 0.30988 2.32057 -2.28210 -0.72 1.13 -0.45
N 0.08018 3.34967 -3.08700 1.16 -0.02 0.35
N -1.12022 3.10417 -3.58350 -0.27 0.06 -0.03
N -1.60862 2.02157 -3.14060 -1.58 -1.30 -0.66
N -0.74612 1.45817 -2.24720 2.36 1.42 0.84
H 2.14628 2.66717 -1.75020 0.32 -1.24 0.10
C -2.43252 -0.83413 0.04310 -0.22 0.54 0.37
N -1.21502 -1.05313 -0.74830 0.03 -3.44 -1.14
C -1.11902 -2.36313 -1.13370 0.18 1.74 0.62
C 0.10818 -2.93473 -1.43920 0.17 -0.09 -0.03
C 0.44358 -4.26073 -1.78240 0.29 0.57 0.04
C 1.82438 -4.28023 -1.93990 -0.70 -0.23 0.04
C 2.28768 -2.99623 -1.70180 -0.42 1.61 0.37
N 1.26238 -2.13803 -1.38600 -0.84 -1.86 -0.25
C -3.34422 0.27617 -0.42020 -0.03 -0.05 -0.10
C -4.14612 0.93497 0.50990 -0.01 -0.15 -0.14
C -5.03442 1.90877 0.09160 0.02 0.00 0.15
C -5.12742 2.23347 -1.25300 -0.06 -0.06 -0.11
C -4.36942 1.54527 -2.18510 -0.10 -0.05 0.06
C -3.49642 0.55187 -1.77310 -0.04 -0.19 0.21
H -2.14212 -0.66773 1.10500 -0.14 -0.05 -0.44
H -3.03282 -1.75523 0.03660 0.30 0.05 0.05
H -2.01012 -2.98103 -1.14260 -0.02 -0.03 0.13
H -0.25002 -5.07083 -1.89150 -0.15 -0.19 -0.04
H 2.42818 -5.12763 -2.19710 0.19 -0.12 0.01
H 3.31258 -2.67223 -1.71990 0.09 0.22 -0.04
H -4.09922 0.65607 1.55370 0.09 0.07 0.10
H -5.64202 2.42107 0.82290 -0.09 0.06 0.05
H -5.80812 3.00627 -1.57530 -0.07 0.11 -0.04
H -4.43162 1.78367 -3.23400 -0.02 0.04 -0.11
H -2.93142 -0.00563 -2.50830 0.08 0.12 0.03
C 2.92568 0.30587 1.68190 -0.12 -0.19 -0.19
C 2.67568 1.79107 1.47240 -0.08 0.09 -0.11
C 1.33328 2.23607 2.03660 0.17 -0.42 -0.46
Sb -0.30992 1.71297 0.66730 0.19 2.82 1.44
C -1.66202 1.81627 2.38590 0.04 -0.58 -0.64
C -1.54922 0.86657 3.38830 0.18 -0.19 -0.02
C -2.42242 0.86557 4.46280 0.04 -0.12 0.08
C -3.43472 1.80617 4.52940 -0.04 -0.03 0.06
C -3.54502 2.76477 3.53700 0.03 0.07 0.06
C -2.65872 2.77367 2.47280 0.09 0.22 -0.17
C -0.65662 3.74697 0.01570 -0.19 -0.61 -0.36
C 0.34258 4.71057 0.05060 0.28 -0.28 0.21
C 0.11748 5.96867 -0.47900 0.00 0.03 0.10
C -1.10252 6.26917 -1.05740 -0.04 0.01 -0.04
C -2.09592 5.30837 -1.11400 -0.10 0.05 0.06
C -1.87402 4.05117 -0.58050 -0.06 -0.26 0.07
Sb 1.17768 -1.02733 1.32500 3.69 -0.51 2.62
C 1.07798 -1.33193 3.59940 -1.00 0.02 -0.77
C 1.67618 -0.60523 4.61710 0.24 0.42 -0.41
C 1.51968 -0.97763 5.94420 0.01 -0.08 0.05
C 0.75468 -2.08053 6.27570 -0.03 -0.03 0.03
C 0.13708 -2.80493 5.27000 -0.06 -0.10 0.11
C 0.28958 -2.41803 3.95180 -0.14 -0.18 -0.38
C 2.38028 -2.84833 1.36050 -0.59 0.26 -0.37
C 3.76628 -2.84933 1.36200 0.09 0.43 -0.02
C 4.46458 -4.04463 1.41810 0.12 -0.06 0.05
C 3.78788 -5.24843 1.48440 -0.01 -0.06 -0.02
C 2.40428 -5.25243 1.45280 -0.09 -0.15 0.02
C 1.70618 -4.06103 1.38200 -0.13 0.07 0.08
H 3.22418 0.10667 2.71160 -0.09 -0.07 -0.10
H 3.73718 -0.01063 1.02270 -0.27 -0.12 0.21
H 2.72328 2.03347 0.40230 0.13 -0.08 0.37
H 3.48608 2.34427 1.96070 0.00 -0.01 -0.03
H 1.29528 3.31477 2.20800 -0.30 -0.16 -0.08
H 1.13358 1.73027 2.98310 -0.12 0.08 0.03
H -0.77132 0.11217 3.35100 -0.13 0.06 0.04
H -2.30852 0.11877 5.23540 -0.02 -0.06 0.08
H -4.13352 1.78787 5.35150 -0.08 0.04 0.09
H -4.33162 3.50147 3.58500 -0.08 0.13 0.00
H -2.75112 3.51977 1.69980 -0.11 0.10 -0.03
H 1.31548 4.47817 0.46960 -0.03 0.04 -0.04
H 0.89918 6.71257 -0.44340 0.09 0.05 -0.02
H -1.27112 7.24687 -1.47910 -0.03 0.13 -0.07
H -3.04312 5.53077 -1.58170 -0.08 0.00 -0.07
H -2.64542 3.29267 -0.65020 -0.07 0.00 -0.09
H 2.27778 0.26627 4.40960 0.02 0.11 -0.05
H 1.99858 -0.39913 6.72210 0.04 0.05 -0.01
H 0.63578 -2.36823 7.30950 -0.01 -0.03 0.08
H -0.46812 -3.66713 5.51160 -0.05 -0.05 0.01
H -0.20652 -2.97353 3.16420 -0.08 -0.13 0.17
H 4.32168 -1.92343 1.30350 0.00 -0.02 -0.04
H 5.54498 -4.03503 1.40330 0.07 0.05 0.04
H 4.33518 -6.17743 1.55900 0.02 -0.05 -0.06
H 1.86518 -6.18693 1.46930 -0.07 -0.13 0.04
H 0.62388 -4.07973 1.33650 -0.03 -0.10 -0.02
C 1.23238 -2.21223 -4.74080 -0.17 0.17 0.19
C 0.12648 -1.17503 -4.49220 0.74 0.06 -0.20
O -0.01882 -0.78443 -3.18040 -1.01 -0.31 1.23
C 0.41068 0.10447 -5.32810 0.51 0.92 0.45
F -0.67962 0.72087 -5.77240 -0.28 -0.02 -0.05
F 1.19838 -0.09903 -6.38350 0.10 -0.32 -0.21
F 1.05588 0.97927 -4.52140 -0.05 -0.14 -0.70
C -1.21952 -1.76873 -4.96260 -0.29 0.11 0.13
F -1.25622 -1.96603 -6.28700 0.29 0.04 -0.12
F -1.44092 -2.95883 -4.38860 0.05 -0.39 0.26
F -2.25902 -1.00003 -4.64830 -0.19 0.17 0.17
H 2.20288 -1.78173 -4.49200 -0.04 0.01 -0.05
H 1.22778 -2.50583 -5.78840 0.05 -0.04 -0.01
H 1.05478 -3.08793 -4.11540 -0.03 0.14 -0.12
```
Positions in Å, forces in eV/Å.

M = 1293.247 g/mol
HOMO-LUMO gap (spin up / spin down) = 5.314 / 5.315 eV
Lowest unoccupied orbital energy (spin up / spin down) = -2.67 / -2.67 eV